DFT (ωB97M-V with the def2-TZVPD basis set) results for C9H19N7O2PmS as an isolated structure.

Computed properties:
DFT total energy (hartree): -1893.8983
Gap between HOMO and LUMO (alpha / beta) (eV): 8.713 / 9.813
Expectation value of S²: 6.005
Net charge: +3
HOMO energy (alpha / beta) (eV): -18.21 / -18.22
Strongest force on any atom (eV/Å): 0.53
2S+1: 5

Structure (XYZ):
```
39
C9H19N7O2PmS | OMol25 | ωB97M-V with the def2-TZVPD basis set
Pm -0.184 0.213 0.584
C 0.097 4.635 -3.308
N -0.564 3.928 -2.200
C -1.911 4.377 -1.823
C -0.005 2.911 -1.560
N -0.629 2.157 -0.669
N 1.332 2.677 -1.858
C 2.157 1.647 -1.476
N 3.381 1.700 -2.004
N 1.772 0.693 -0.657
H 0.784 5.398 -2.936
H -0.671 5.118 -3.902
H 0.604 3.930 -3.967
H -2.074 5.359 -2.255
H -1.989 4.480 -0.740
H -2.671 3.694 -2.204
H -1.599 2.457 -0.595
H 1.774 3.396 -2.412
H 3.657 2.391 -2.684
H 4.078 1.017 -1.751
H 2.521 0.010 -0.556
N 0.156 -4.810 1.252
C -1.051 -3.949 0.978
C -0.637 -2.496 0.835
O -1.554 -1.669 0.557
O 0.555 -2.142 0.979
H 0.052 -5.353 2.114
H 0.995 -4.219 1.348
H 0.332 -5.478 0.496
H -1.759 -4.060 1.798
H -1.533 -4.288 0.063
S -0.256 0.691 5.516
C 0.924 1.638 4.727
C 0.785 1.512 3.383
N -0.215 0.654 2.978
C -0.842 0.157 4.036
H 1.627 2.245 5.272
H 1.395 2.038 2.657
H -1.678 -0.523 3.962
```